No. 1
Molecular formula: C6H8N2O2
Method: DFT, ωB97M-V with the def2-TZVPD basis set

Values from the calculation:
Lowest unoccupied orbital energy: 0.674 eV
Frontier orbital gap: 9.00 eV
Electronic energy: -13422.931 eV
Energy relative to the best compared isomer or geometry (same formula, charge and spin): 102.4 kcal/mol

```
18
Properties=species:S:1:pos:R:3:lowdin_charge:R:1
C -2.43037 1.28144 0.04564 -0.0740
O -1.02198 1.15516 0.07066 -0.0600
C -0.52939 -0.08956 0.12535 -0.2542
C 0.83841 -0.37292 0.19849 -0.1806
N 0.95642 -1.75289 0.19542 0.0625
C -0.26892 -2.31595 0.21378 -0.1026
C -1.23244 -1.31730 0.21298 -0.0138
C 1.96246 0.49984 0.33291 -0.1389
N 2.50749 1.36653 0.99326 0.1032
H -2.64994 2.35107 -0.02410 0.0959
H -2.85362 0.76242 -0.82784 0.0988
H -2.87871 0.87341 0.96408 0.0979
H 1.83074 -2.27797 0.22568 0.1737
H -0.38669 -3.39355 0.28387 0.1214
H -2.30296 -1.46273 0.32482 0.1070
O 2.99336 1.27096 -1.28079 -0.2408
H 2.23706 1.47229 -1.84192 0.0137
H 3.22907 1.94976 -0.21230 0.1908
```


No. 2
Molecular formula: C6H8N2O2S
Method: DFT, ωB97M-V with the def2-TZVPD basis set

Values from the calculation:
Lowest unoccupied orbital energy (alpha / beta): -0.374 / -0.374 eV
Frontier orbital gap (alpha / beta): 7.23 / 7.23 eV
Electronic energy: -24256.664 eV
Energy relative to the best compared isomer or geometry (same formula, charge and spin): 140.9 kcal/mol

```
19
Properties=species:S:1:pos:R:3:lowdin_charge:R:1
C -0.00372 1.99257 1.67011 -0.1171
C -0.75360 1.01681 0.99893 -0.0633
C 1.31440 2.26263 1.28345 -0.0661
C -0.16722 0.32933 -0.05624 -0.0474
C 1.77768 1.66427 0.11649 -0.0349
C -2.06508 -2.00610 -0.80229 -0.1457
N 1.54089 0.09834 -1.55018 0.0815
N 1.07720 0.67804 -0.58223 -0.2517
O -1.18508 -4.17749 -1.91043 -0.3027
O -0.36894 -3.68991 0.40864 -0.3020
S -1.05697 -3.30387 -0.79964 0.7703
H -0.45078 2.57000 2.50343 0.1047
H -1.79913 0.73687 1.28818 0.1229
H 1.91034 2.98313 1.73153 0.0833
H -0.59600 -0.38833 -0.67007 0.0367
H 2.69377 2.00440 -0.36250 0.1192
H -2.00488 -1.55901 0.11388 -0.0080
H 2.44599 0.38150 -1.72025 0.0215
H -2.30889 -1.59317 -1.66081 -0.0012
```


No. 3
Molecular formula: C6H8N2O2S
Method: DFT, ωB97M-V with the def2-TZVPD basis set

Values from the calculation:
Lowest unoccupied orbital energy: 0.431 eV
Frontier orbital gap: 8.98 eV
Electronic energy: -24260.073 eV
Energy relative to the best compared isomer or geometry (same formula, charge and spin): 62.3 kcal/mol

```
19
Properties=species:S:1:pos:R:3:lowdin_charge:R:1
C -3.41608 -0.21798 0.72425 -0.0909
C -2.63902 -0.29978 -0.51208 -0.3596
C -0.43200 0.51482 -0.26391 -0.4177
C 1.00735 0.09736 -0.13692 -0.2644
C 1.37624 -1.25981 -0.17807 -0.3185
C 3.07870 0.47435 0.04149 -0.7270
H -2.95587 0.42728 1.40295 0.0244
H -4.64656 -0.23420 0.66353 0.1328
H -3.11474 -1.35505 1.41285 0.1672
H -2.96367 -1.04966 -1.19041 0.0992
H -2.61897 0.67742 -1.25413 0.1767
H 0.88047 -2.14464 -0.25310 0.0352
H 5.11126 0.49081 -0.23152 0.1444
H 4.13481 2.11155 0.14549 0.1250
N 4.28751 1.07452 0.21422 0.0432
N 1.98766 1.03636 -0.02020 0.1191
O -1.30953 -0.59486 -0.28808 -0.0601
O -0.86260 1.58942 -0.25679 0.1603
S 3.09505 -1.33790 -0.01956 1.0105
```


No. 4
Molecular formula: C6H8N2O2S2
Method: DFT, ωB97M-V with the def2-TZVPD basis set

Values from the calculation:
Lowest unoccupied orbital energy: -0.208 eV
Frontier orbital gap: 9.08 eV
Electronic energy: -35093.584 eV
Energy relative to the best compared isomer or geometry (same formula, charge and spin): 105.5 kcal/mol
SMILES: CC(=O)c1ncsc1C[S@H](=N)=O

```
20
Properties=species:S:1:pos:R:3:lowdin_charge:R:1
C 0.87320 -2.24777 -0.62655 -0.3993
C 0.81511 -0.21227 0.17543 -0.2862
C -0.42030 -0.58134 0.67594 -0.5602
C -1.50997 0.19118 1.19996 -0.2661
C 1.41361 1.13356 0.47590 -0.3630
C 2.81305 1.30024 0.04258 -0.0069
N 1.50589 -1.14933 -0.51412 0.0249
N -1.64702 0.13362 -1.39435 -0.2426
O 0.85596 2.02614 1.11935 0.0591
O -3.88485 0.99754 -0.20429 -0.4111
S -0.66536 -2.25413 0.24375 1.0322
S -2.62770 0.18210 -0.20551 0.7320
H 1.20164 -3.11716 -1.27163 0.1048
H -1.23766 1.23895 1.44949 0.1224
H -2.02826 -0.41396 1.98184 0.1242
H 2.75762 1.57592 -0.97759 0.0826
H 3.13040 0.21238 -0.13668 0.1019
H 3.43807 1.98575 0.51005 0.0689
H -1.70762 0.20094 -2.37406 0.0183
H -3.07580 -1.20233 -0.16953 0.0642
```


No. 5
Molecular formula: C6H8N2OS
Method: DFT, ωB97M-V with the def2-TZVPD basis set

Values from the calculation:
Lowest unoccupied orbital energy: 0.681 eV
Frontier orbital gap: 9.14 eV
Electronic energy: -22211.487 eV
Energy relative to the best compared isomer or geometry (same formula, charge and spin): 80.3 kcal/mol
SMILES: c1nc([C@H]2CCON2)cs1

```
18
Properties=species:S:1:pos:R:3:lowdin_charge:R:1
C -0.66614 1.88339 1.21057 -0.3207
C -2.49372 0.39690 1.69535 -0.4647
C -0.60489 0.66016 0.58595 -0.3339
C 1.28734 -0.86559 0.00592 -0.0998
C 1.77195 -1.32939 -1.40680 -0.1977
C 0.42381 0.34284 -0.46201 -0.2912
N -1.70940 -0.13851 0.84213 0.0362
N -0.07558 -0.08771 -1.80253 0.0141
O 0.58738 -1.34508 -2.20495 -0.1600
S -1.99463 1.94437 2.33261 0.9928
H -0.25370 2.77862 1.25919 0.0038
H -3.31521 -0.09029 2.17036 0.0620
H 0.67111 -1.66080 0.51011 0.1289
H 1.93116 -0.56404 0.81309 0.1051
H 2.37400 -0.56083 -1.99022 0.1372
H 2.21188 -2.33542 -1.24373 0.1234
H 0.99349 1.22052 -0.58752 0.1199
H -1.13886 -0.24914 -1.72754 0.1446
```


No. 6
Molecular formula: C6H8N2P
Method: DFT, ωB97M-V with the def2-TZVPD basis set

Values from the calculation:
Lowest unoccupied orbital energy (alpha / beta): -6.941 / -6.718 eV
Frontier orbital gap (alpha / beta): 6.61 / 6.45 eV
Total charge: +1
Electronic energy: -18608.040 eV
Energy relative to the best compared isomer or geometry (same formula, charge and spin): 110.2 kcal/mol
SMILES: CN1C=C=C/C=C\[N+]#[PH]1

```
17
Properties=species:S:1:pos:R:3:lowdin_charge:R:1
C 2.67866 0.76193 -0.16345 0.0100
C 1.71027 1.81043 0.17387 -0.0213
C 2.61864 -0.62035 -0.26688 -0.1815
C 0.39450 1.91729 0.02528 0.1083
C -0.62970 1.19827 -0.39516 -0.1056
C -2.30050 -0.54149 -0.26764 -0.0667
N 1.69673 -1.62343 -0.28220 -0.1881
N -0.87853 -0.10393 -0.09643 -0.2783
P 0.20140 -1.53989 0.18807 0.9989
H 3.69229 1.01328 -0.19130 0.0979
H 2.26201 2.54923 0.70764 0.1174
H 3.54151 -1.07073 -0.46475 0.0955
H -1.55452 1.75711 -0.76192 0.1681
H -2.78206 0.36416 -0.52690 0.0717
H -2.66948 -1.06870 0.63387 0.1107
H -2.38336 -1.25313 -1.02735 0.0594
H -0.30685 -2.27587 -0.84648 0.0036
```


No. 7
Molecular formula: C6H8N2S
Method: DFT, ωB97M-V with the def2-TZVPD basis set

Values from the calculation:
Lowest unoccupied orbital energy: 0.552 eV
Frontier orbital gap: 8.87 eV
Electronic energy: -20163.974 eV
Energy relative to the best compared isomer or geometry (same formula, charge and spin): 70.7 kcal/mol

```
17
Properties=species:S:1:pos:R:3:lowdin_charge:R:1
C 2.42967 0.13226 -1.91794 -0.3855
C 3.81141 0.59052 -0.00534 -0.4224
C 1.79635 0.02435 -0.70742 -0.3638
C 0.39007 -0.14079 -0.44224 -0.1155
C -0.06741 0.68234 1.44015 0.0551
C -1.83029 -1.11158 -0.75961 -0.1569
N 2.62445 0.34441 0.34810 0.0258
N -0.46927 -0.78386 -1.06534 -0.0108
S 4.02282 0.64667 -1.75845 0.9979
H 2.08080 0.13293 -2.98020 0.0928
H 4.57263 0.97847 0.58024 0.0491
H 0.09961 1.71812 1.23484 0.0114
H -1.06689 0.55401 1.71062 -0.0163
H 0.65656 0.31292 2.06846 -0.0222
H -2.42483 -0.40104 -0.03360 0.0959
H -1.98752 -2.14863 -0.28176 0.0974
H -2.43256 -1.19360 -1.69638 0.0679
```


No. 8
Molecular formula: C6H8N2S
Method: DFT, ωB97M-V with the def2-TZVPD basis set

Values from the calculation:
Lowest unoccupied orbital energy (alpha / beta): 0.770 / -2.380 eV
2S+1: 3
Frontier orbital gap (alpha / beta): 7.86 / 6.21 eV
Electronic energy: -20163.372 eV
Energy relative to the best compared isomer or geometry (same formula, charge and spin): 4.9 kcal/mol

```
17
Properties=species:S:1:pos:R:3:lowdin_charge:R:1
C 1.80657 1.73110 0.21365 -0.1530
C 2.05720 0.38654 0.27964 -0.0928
C 0.03513 0.74237 -0.23687 -0.3620
C -1.46024 0.61360 -0.61091 -0.1376
C -2.41274 -0.38900 0.15909 -0.6602
C 0.68838 -1.71298 0.22009 0.0362
N 0.53837 1.93460 -0.18520 0.0982
N 0.89341 -0.25341 -0.04402 -0.0793
S -4.03567 -0.75942 -0.04233 0.7005
H 2.49676 2.58070 0.41958 0.1117
H 2.96223 -0.07661 0.40393 0.0826
H -1.77906 1.60659 -0.55983 0.0762
H -1.69252 0.31707 -1.60473 0.0834
H -2.00234 -0.91649 1.04512 0.0365
H 0.33554 -1.78740 1.22020 0.0854
H -0.05525 -1.97387 -0.53414 0.0937
H 1.62423 -2.04338 -0.14325 0.0804
```


No. 9
Molecular formula: C6H8N3O
Method: DFT, ωB97M-V with the def2-TZVPD basis set

Values from the calculation:
Lowest unoccupied orbital energy: -4.429 eV
Frontier orbital gap: 8.39 eV
Total charge: +1
Electronic energy: -12857.733 eV
Energy relative to the best compared isomer or geometry (same formula, charge and spin): 126.6 kcal/mol

```
18
Properties=species:S:1:pos:R:3:lowdin_charge:R:1
C -0.92760 -2.19262 2.21431 -0.0170
C 0.39186 -2.05078 2.80067 -0.0854
C -0.93746 -1.20188 1.32325 0.0046
C -1.71505 -0.13590 -0.43308 -0.1408
C 0.58857 0.47973 0.41955 -0.0907
C -0.30910 0.18762 -0.83670 -0.1723
N 1.10768 -1.11471 2.19615 0.0801
N 0.35705 -0.68208 1.21825 -0.2114
N -0.19778 1.37722 -1.86116 0.2719
O -2.80943 -0.14273 -0.83384 0.1985
H -1.73170 -2.72195 2.60709 0.0860
H 0.89101 -2.36958 3.61838 0.0775
H 1.65429 0.51610 -0.01328 0.1632
H 0.40924 1.52888 0.74399 0.1408
H -0.08627 -0.84943 -1.19179 0.1909
H 0.07434 1.05496 -2.78372 0.1768
H 0.31288 2.14291 -1.53903 0.1358
H -1.14767 1.72918 -2.11675 0.1914
```


No. 10
Molecular formula: C6H8N3S
Method: DFT, ωB97M-V with the def2-TZVPD basis set

Values from the calculation:
Lowest unoccupied orbital energy: -4.815 eV
Frontier orbital gap: 9.15 eV
Total charge: +1
Electronic energy: -21647.225 eV
Energy relative to the best compared isomer or geometry (same formula, charge and spin): 67.3 kcal/mol

```
18
Properties=species:S:1:pos:R:3:lowdin_charge:R:1
C 2.57787 1.24789 -1.25384 -0.3252
C 2.74366 -0.08378 -3.30903 -0.3023
C 1.64799 0.28764 -1.45174 -0.3903
C 0.59524 0.03682 -0.55948 0.0790
C -0.71049 0.09065 1.73413 -0.2497
C -1.35923 -0.69033 0.57324 -0.1165
N 1.70737 -0.41542 -2.63379 0.0562
N 0.19900 1.04153 1.17748 0.0936
N -0.46172 -0.71279 -0.56855 0.1201
S 3.72452 1.19035 -2.47414 1.1131
H 2.50886 1.87112 -0.40732 0.0899
H 3.02593 -0.48672 -4.19338 0.0575
H -1.39391 0.72595 2.31570 0.1442
H -0.03058 -0.66070 2.28054 0.1461
H -1.61592 -1.66857 1.04894 0.1555
H -2.12883 -0.10819 0.28883 0.0869
H -0.40005 1.79150 0.83011 0.0798
H -0.35447 -1.42617 -1.24792 0.1622
```


No. 11
Molecular formula: C6H8N3S2
Method: DFT, ωB97M-V with the def2-TZVPD basis set

Values from the calculation:
Lowest unoccupied orbital energy: -3.917 eV
Frontier orbital gap: 8.29 eV
Total charge: +1
Electronic energy: -32481.790 eV
Energy relative to the best compared isomer or geometry (same formula, charge and spin): 69.5 kcal/mol

```
19
Properties=species:S:1:pos:R:3:lowdin_charge:R:1
C -1.65480 2.38398 1.23160 -0.1312
C -0.44348 1.88576 0.68456 -0.1355
C -2.59151 1.36327 1.31440 -0.4076
C -0.45905 0.56649 0.47289 -0.5920
C 1.28831 -1.86613 -1.73724 -0.0783
C 0.59977 -0.16111 -0.10798 -0.6326
N 1.49218 -0.59790 -2.31162 -0.0254
N 1.26694 0.38650 -1.77782 0.1827
N 0.40057 -1.59485 -0.46667 0.0533
S -2.02107 -0.18863 0.89742 1.0375
S 2.22473 -0.09893 0.90547 0.8272
H -1.84711 3.49359 1.17512 0.1408
H 0.32427 2.62750 0.31132 0.1569
H -3.51830 1.37544 1.95769 0.1008
H 0.90141 -2.50999 -2.44146 0.1158
H 2.28022 -2.17282 -1.50868 0.1282
H -0.58744 -1.73527 -0.76382 0.1535
H 0.72709 -2.28998 0.36619 0.2369
H 1.61726 -0.86694 1.79864 -0.1311
```


No. 12
Molecular formula: C6H8N4O2
Method: DFT, ωB97M-V with the def2-TZVPD basis set

Values from the calculation:
Lowest unoccupied orbital energy: 0.252 eV
Frontier orbital gap: 8.02 eV
Electronic energy: -16404.161 eV
Energy relative to the best compared isomer or geometry (same formula, charge and spin): 86.4 kcal/mol

```
20
Properties=species:S:1:pos:R:3:lowdin_charge:R:1
C -0.27588 0.09618 -0.27066 -0.2705
C -0.18680 -0.49763 1.05939 -0.3771
C -2.54820 1.22573 2.76871 -0.4480
C -1.67519 0.03504 -0.70577 -0.0364
C 1.84158 0.73649 -0.17481 -0.2524
C 2.08622 -0.28084 1.00875 -0.2292
N 0.66682 0.62510 -0.92567 0.0924
N 0.91356 -0.82450 1.65947 0.0649
N -1.44895 -0.80772 1.51066 0.0172
N -2.36555 -0.66538 0.45732 -0.0494
O -3.20498 1.32703 1.82335 0.1478
O -2.08056 1.17062 3.79140 0.2606
H -2.26047 1.03499 -0.72177 0.1582
H -1.75668 -0.54241 -1.68552 0.1520
H 2.05833 1.90655 0.10621 0.1544
H 2.74549 0.67875 -0.84133 0.1029
H 2.63981 -1.17191 0.64850 0.1044
H 2.71871 0.36869 1.65517 0.1026
H -3.17872 -0.10827 0.82765 0.1269
H -2.67824 -1.63525 0.23437 0.1785
```